<i>
The following is a quantum chemistry calculation of a structure of composition C40H32Cl2N6O5SSe2W, from the Open Molecules 2025 dataset.

Its expectation value of S² is 2.039. The LUMO energy (alpha / beta) comes out at -1.45 / -1.68 eV. For the molecular weight, the calculation gives 1121.47 g/mol. The multiplicity is 3. As for the total charge: 0.

Element x y z (Å)
W (0.546, 0.722, 0.333)
O (-2.606, -2.786, 5.422)
C (-1.739, -3.317, 4.741)
O (-1.203, -4.419, 4.738)
C (-1.220, -2.392, 3.557)
C (-0.076, -2.708, 2.837)
C (0.349, -1.858, 1.817)
N (-0.347, -0.693, 1.529)
C (-1.566, -0.486, 2.137)
C (-2.001, -1.311, 3.170)
C (-2.288, 0.604, 1.550)
C (-3.590, 0.989, 1.909)
C (-4.254, 1.943, 1.180)
C (-3.600, 2.494, 0.058)
C (-2.330, 2.092, -0.246)
N (-1.617, 1.194, 0.483)
C (1.433, -2.077, 0.904)
C (2.181, -3.262, 0.799)
C (2.994, -3.474, -0.284)
C (3.054, -2.486, -1.293)
C (2.361, -1.324, -1.125)
N (1.590, -1.054, -0.034)
H (0.465, -3.603, 3.101)
H (-2.925, -1.133, 3.697)
H (-4.061, 0.509, 2.752)
H (-5.254, 2.257, 1.437)
H (-4.101, 3.218, -0.563)
H (-1.823, 2.509, -1.111)
H (2.079, -4.013, 1.565)
H (3.567, -4.381, -0.389)
H (3.646, -2.639, -2.182)
H (2.394, -0.541, -1.886)
Cl (0.624, 3.272, -3.804)
C (-0.229, 1.778, -3.686)
C (-0.914, 1.262, -4.782)
C (-1.626, 0.084, -4.669)
Cl (-2.455, -0.525, -6.055)
C (-1.682, -0.640, -3.458)
C (-2.422, -1.814, -3.221)
C (-2.320, -2.421, -1.984)
C (-1.511, -1.882, -0.998)
N (-0.819, -0.741, -1.154)
C (-0.926, -0.135, -2.371)
C (-0.219, 1.082, -2.479)
O (0.404, 1.478, -1.374)
H (-0.891, 1.798, -5.717)
H (-3.052, -2.227, -3.991)
H (-2.855, -3.333, -1.785)
H (-1.411, -2.381, -0.045)
O (6.308, -0.352, 2.036)
C (6.020, 0.962, 2.465)
C (4.609, 1.381, 1.998)
C (4.346, 2.798, 2.550)
O (4.351, 2.849, 3.945)
C (3.606, 0.360, 2.538)
Se (1.672, 0.963, 2.670)
C (4.609, 1.372, 0.476)
Se (2.832, 1.781, -0.389)
H (7.203, -0.573, 2.317)
H (6.744, 1.673, 2.041)
H (6.063, 1.038, 3.560)
H (3.393, 3.157, 2.137)
H (5.137, 3.470, 2.214)
H (3.558, 2.399, 4.267)
H (3.857, 0.074, 3.560)
H (3.603, -0.533, 1.910)
H (4.929, 0.393, 0.114)
H (5.280, 2.135, 0.080)
S (-1.516, 7.187, 1.408)
C (-0.964, 5.515, 1.183)
C (-0.210, 5.180, 0.062)
C (0.333, 3.920, -0.030)
N (0.157, 2.959, 0.906)
C (-0.580, 3.304, 1.991)
C (-1.163, 4.536, 2.157)
C (0.146, 7.723, 1.873)
C (0.648, 7.334, 3.104)
C (1.954, 7.691, 3.407)
N (2.728, 8.373, 2.582)
C (2.234, 8.743, 1.416)
C (0.940, 8.449, 1.003)
H (-0.053, 5.899, -0.726)
H (0.965, 3.670, -0.876)
H (-0.694, 2.542, 2.762)
H (-1.754, 4.751, 3.032)
H (0.040, 6.778, 3.800)
H (2.394, 7.417, 4.355)
H (2.904, 9.298, 0.775)
H (0.565, 8.776, 0.047)

---

<ii>
The following is a quantum chemistry calculation of a structure of composition C40H32Cl2N6O5SSe2W, from the Open Molecules 2025 dataset.

Its expectation value of S² is 2.020. The LUMO energy (alpha / beta) comes out at -1.17 / -1.96 eV. For the molecular weight, the calculation gives 1121.47 g/mol. The multiplicity is 3. As for the total charge: 0.

Element x y z (Å)
W (-0.432, 0.395, -0.511)
O (1.883, 5.349, 3.931)
C (1.015, 5.571, 3.076)
O (0.369, 6.579, 2.760)
C (0.666, 4.319, 2.213)
C (-0.330, 4.377, 1.253)
C (-0.639, 3.242, 0.525)
N (0.022, 2.087, 0.725)
C (0.892, 1.990, 1.749)
C (1.265, 3.096, 2.485)
C (1.157, 0.603, 2.126)
C (1.982, 0.210, 3.171)
C (1.998, -1.121, 3.542)
C (1.174, -2.023, 2.881)
C (0.398, -1.567, 1.838)
N (0.409, -0.288, 1.449)
C (-1.802, 3.101, -0.351)
C (-2.647, 4.146, -0.685)
C (-3.795, 3.878, -1.407)
C (-4.080, 2.571, -1.768)
C (-3.186, 1.578, -1.426)
N (-2.066, 1.834, -0.740)
H (-0.851, 5.318, 1.140)
H (1.955, 3.062, 3.318)
H (2.581, 0.943, 3.691)
H (2.631, -1.450, 4.356)
H (1.138, -3.066, 3.165)
H (-0.256, -2.220, 1.275)
H (-2.407, 5.154, -0.379)
H (-4.464, 4.683, -1.678)
H (-4.972, 2.316, -2.321)
H (-3.341, 0.548, -1.714)
Cl (-3.563, -3.240, -0.721)
C (-3.807, -2.133, 0.588)
C (-4.919, -2.316, 1.422)
C (-5.129, -1.474, 2.474)
Cl (-6.505, -1.726, 3.500)
C (-4.238, -0.406, 2.733)
C (-4.373, 0.490, 3.817)
C (-3.453, 1.482, 3.993)
C (-2.401, 1.598, 3.066)
N (-2.249, 0.796, 2.044)
C (-3.130, -0.218, 1.867)
C (-2.892, -1.112, 0.773)
O (-1.843, -1.021, -0.021)
H (-5.598, -3.133, 1.224)
H (-5.205, 0.372, 4.496)
H (-3.525, 2.177, 4.817)
H (-1.672, 2.398, 3.171)
O (2.909, 0.856, -4.316)
C (1.887, 1.042, -5.276)
C (0.453, 0.831, -4.749)
C (-0.458, 0.798, -5.988)
O (-1.842, 0.728, -5.699)
C (0.003, 2.001, -3.878)
Se (0.820, 2.142, -2.097)
C (0.408, -0.508, -4.007)
Se (-1.077, -0.779, -2.752)
H (2.700, 1.408, -3.548)
H (2.091, 0.320, -6.071)
H (1.947, 2.044, -5.720)
H (-0.151, -0.043, -6.624)
H (-0.321, 1.716, -6.567)
H (-1.985, 0.074, -5.001)
H (-1.075, 1.960, -3.737)
H (0.236, 2.944, -4.376)
H (1.339, -0.651, -3.464)
H (0.326, -1.324, -4.728)
S (5.159, -3.484, -0.333)
C (3.721, -2.472, -0.599)
C (2.475, -3.021, -0.873)
C (1.385, -2.185, -0.983)
N (1.481, -0.855, -0.844)
C (2.690, -0.323, -0.649)
C (3.832, -1.091, -0.525)
C (4.470, -4.537, 0.939)
C (4.515, -4.133, 2.266)
C (3.931, -4.950, 3.223)
N (3.326, -6.100, 2.938)
C (3.310, -6.487, 1.667)
C (3.871, -5.748, 0.632)
H (2.341, -4.087, -0.980)
H (0.392, -2.565, -1.188)
H (2.734, 0.756, -0.578)
H (4.784, -0.615, -0.336)
H (4.994, -3.204, 2.546)
H (3.955, -4.665, 4.269)
H (2.823, -7.432, 1.458)
H (3.837, -6.112, -0.386)

---

Energies relative to the most stable structure, in kJ/mol: <i> 173.7; <ii> 0.0.

---

<i>
The following is a quantum chemistry calculation of a structure of composition C22H34Cl3N5O2S2SiTi, from the Open Molecules 2025 dataset.

Its expectation value of S² is 2.026. The LUMO energy (alpha / beta) comes out at 4.52 / 4.52 eV. For the molecular weight, the calculation gives 646.99 g/mol. The multiplicity is 3. As for the total charge: -2.

Element x y z (Å)
Ti (0.020, 0.017, -0.851)
N (-0.462, -1.671, 1.191)
C (-1.145, -1.055, 2.332)
C (-2.446, -0.370, 1.947)
C (-2.305, 0.767, 0.930)
O (-3.297, 1.371, 0.561)
O (-1.088, 0.998, 0.530)
H (-0.887, -2.550, 0.921)
H (0.507, -1.864, 1.424)
H (-0.475, -0.302, 2.751)
H (-1.332, -1.783, 3.132)
H (-2.894, 0.060, 2.846)
H (-3.176, -1.077, 1.542)
Cl (3.910, 2.044, 2.733)
Si (2.024, 0.886, 2.610)
Cl (0.856, 2.326, 3.878)
Cl (2.460, -0.543, 4.223)
S (1.758, -1.843, -0.888)
C (2.609, -1.680, -2.406)
N (1.859, -1.216, -3.483)
C (2.416, -1.088, -4.749)
C (3.718, -1.422, -4.961)
C (4.518, -1.896, -3.901)
C (3.917, -2.008, -2.611)
H (0.895, -0.945, -3.298)
H (1.760, -0.706, -5.517)
H (4.124, -1.308, -5.960)
H (5.558, -2.151, -4.054)
H (4.486, -2.355, -1.760)
C (-1.459, 3.009, -2.684)
C (-1.291, 2.327, -4.043)
C (0.178, 2.152, -4.436)
C (-2.068, 1.028, -4.178)
C (-3.020, 0.983, -5.187)
C (-3.806, -0.134, -5.423)
C (-3.629, -1.229, -4.593)
C (-2.695, -1.241, -3.565)
C (-2.643, -2.498, -2.716)
C (-1.319, -3.258, -2.843)
C (-3.009, -2.247, -1.253)
C (-1.853, -0.108, -3.333)
N (-0.886, -0.121, -2.370)
H (-1.014, 4.009, -2.706)
H (-0.979, 2.439, -1.893)
H (-2.517, 3.100, -2.427)
H (-1.731, 3.005, -4.784)
H (0.656, 1.401, -3.814)
H (0.732, 3.087, -4.308)
H (0.256, 1.842, -5.482)
H (-3.151, 1.866, -5.807)
H (-4.544, -0.144, -6.217)
H (-4.246, -2.112, -4.737)
H (-3.426, -3.151, -3.120)
H (-0.505, -2.711, -2.370)
H (-1.065, -3.416, -3.894)
H (-1.391, -4.238, -2.358)
H (-2.182, -1.779, -0.727)
H (-3.241, -3.196, -0.755)
H (-3.873, -1.586, -1.166)
C (4.003, 3.713, -0.721)
N (2.671, 3.927, -0.185)
C (1.685, 3.015, -0.343)
N (0.585, 3.195, 0.404)
S (1.873, 1.740, -1.432)
H (4.642, 4.519, -0.362)
H (3.976, 3.734, -1.809)
H (4.413, 2.755, -0.398)
H (2.626, 4.462, 0.668)
H (0.665, 3.697, 1.276)
H (-0.135, 2.471, 0.405)

---

<ii>
The following is a quantum chemistry calculation of a structure of composition C22H34Cl3N5O2S2SiTi, from the Open Molecules 2025 dataset.

Its expectation value of S² is 2.026. The LUMO energy (alpha / beta) comes out at 4.51 / 4.51 eV. For the molecular weight, the calculation gives 646.99 g/mol. The multiplicity is 3. As for the total charge: -2.

Element x y z (Å)
Ti (-0.182, 0.685, 0.431)
N (-2.162, 2.083, 1.781)
C (-2.315, 3.469, 1.327)
C (-2.577, 3.574, -0.169)
C (-1.485, 2.973, -1.061)
O (-1.612, 2.995, -2.272)
O (-0.466, 2.496, -0.411)
H (-3.052, 1.604, 1.853)
H (-1.724, 2.052, 2.696)
H (-1.386, 3.996, 1.551)
H (-3.109, 3.994, 1.874)
H (-2.667, 4.628, -0.442)
H (-3.523, 3.101, -0.450)
Cl (3.126, 3.903, 3.498)
Si (1.079, 3.703, 2.665)
Cl (1.185, 5.612, 1.487)
Cl (0.004, 4.561, 4.383)
S (-0.517, -0.325, 2.741)
C (0.422, -1.801, 2.762)
N (0.496, -2.501, 1.562)
C (1.174, -3.709, 1.470)
C (1.782, -4.239, 2.566)
C (1.736, -3.567, 3.805)
C (1.036, -2.324, 3.863)
H (0.051, -2.078, 0.749)
H (1.188, -4.169, 0.493)
H (2.307, -5.181, 2.461)
H (2.227, -3.970, 4.680)
H (0.978, -1.760, 4.784)
C (1.443, 0.267, -3.031)
C (1.192, -1.243, -3.040)
C (2.061, -1.993, -2.030)
C (-0.274, -1.623, -2.913)
C (-0.806, -2.357, -3.966)
C (-2.124, -2.784, -3.989)
C (-2.928, -2.443, -2.914)
C (-2.454, -1.707, -1.836)
C (-3.449, -1.381, -0.738)
C (-3.119, -2.066, 0.592)
C (-3.672, 0.121, -0.549)
C (-1.094, -1.281, -1.788)
N (-0.623, -0.600, -0.703)
H (2.483, 0.478, -3.299)
H (1.253, 0.695, -2.051)
H (0.786, 0.774, -3.741)
H (1.495, -1.597, -4.033)
H (1.739, -1.787, -1.016)
H (3.109, -1.688, -2.111)
H (1.999, -3.071, -2.205)
H (-0.153, -2.597, -4.801)
H (-2.515, -3.355, -4.824)
H (-3.971, -2.747, -2.909)
H (-4.405, -1.795, -1.083)
H (-2.234, -1.624, 1.052)
H (-2.939, -3.134, 0.444)
H (-3.950, -1.953, 1.296)
H (-2.844, 0.564, 0.003)
H (-4.593, 0.297, 0.018)
H (-3.747, 0.637, -1.507)
C (5.124, 1.289, 1.478)
N (4.392, 2.102, 0.525)
C (3.102, 1.842, 0.213)
N (2.462, 2.797, -0.477)
S (2.400, 0.378, 0.673)
H (6.088, 1.765, 1.654)
H (5.285, 0.291, 1.074)
H (4.583, 1.202, 2.422)
H (4.654, 3.074, 0.487)
H (2.764, 3.757, -0.383)
H (1.466, 2.692, -0.671)

---

Energies relative to the most stable structure, in kJ/mol: <i> 0.0; <ii> 14.8.

---

<i>
The following is a quantum chemistry calculation of the molecule CH2O, from the Open Molecules 2025 dataset.

The LUMO energy comes out at 0.79 eV. For the molecular weight, the calculation gives 30.03 g/mol. As for the SMILES: C=O. As for the total charge: 0.

Element x y z (Å)
C (-0.008, 0.007, -0.061)
O (0.597, 0.621, 0.799)
H (0.458, -0.907, -0.417)
H (-1.047, 0.279, -0.322)

---

<ii>
The following is a quantum chemistry calculation of the molecule CH2O, from the Open Molecules 2025 dataset.

The LUMO energy comes out at 1.16 eV. For the molecular weight, the calculation gives 30.03 g/mol. As for the SMILES: C=O. As for the total charge: 0.

Element x y z (Å)
C (-0.515, -0.011, -0.016)
O (0.624, -0.003, 0.003)
H (-0.982, -0.947, 0.037)
H (-0.920, 1.033, 0.033)

---

Energies relative to the most stable structure, in kJ/mol: <i> 0.0; <ii> 42.3.